(1)
Formula: C19H27N3O3
Source: the OMol25 dataset
Level of theory: wB97M-V/def2-TZVPD

Computed properties:
HOMO: -8.46 eV
Energy relative to the best compared isomer or geometry (same formula, charge and spin): 1.723 eV
HOMO-LUMO gap: 9.10 eV
SMILES: Cc1ccc(N2C[C@@H](C(=O)NCCN3CCOCC3)CC2=O)cc1C
Electronic energy: -1130.226013 Eh
Lowest unoccupied orbital energy: 0.63 eV

Geometry as ORCA input:
```
! wB97M-V def2-TZVPD RIJCOSX def2/J DEFGRID3
* xyz 0 1
C 3.9434 3.9018 -0.4544
C 3.5000 2.4731 -0.3856
C 2.9328 1.8564 -1.4912
C 2.5156 0.5398 -1.4575
C 2.6709 -0.2018 -0.2913
C 3.2378 0.4098 0.8234
C 3.6521 1.7321 0.7895
C 4.2640 2.3538 2.0075
H 4.3041 1.6427 2.8286
H 5.2768 2.6940 1.7943
H 3.6858 3.2202 2.3270
H 3.3760 -0.1494 1.7361
N 2.2484 -1.5408 -0.2203
C 2.1211 -2.4005 -1.2717
O 2.3131 -2.1516 -2.4395
C 1.6766 -3.7471 -0.7152
H 0.9387 -4.2159 -1.3646
C 1.1604 -3.4271 0.6843
H 1.3331 -4.2349 1.3970
C -0.3375 -3.1121 0.7349
O -1.0443 -3.5257 1.6284
N -0.7893 -2.3368 -0.2729
H -0.1444 -1.9651 -0.9521
C -2.1468 -1.8496 -0.3330
H -2.5295 -1.9898 -1.3466
H -2.7409 -2.4466 0.3609
C -2.2258 -0.3726 0.0767
N -3.5959 0.0997 0.0424
C -3.8480 1.1973 0.9608
C -5.3427 1.5192 0.9465
O -5.7807 1.8718 -0.3442
C -5.5181 0.8284 -1.2514
C -4.0292 0.4838 -1.2903
H -3.4635 1.3597 -1.6579
H -3.8727 -0.3481 -1.9778
H -6.0840 -0.0696 -0.9616
H -5.8598 1.1766 -2.2276
H -5.8996 0.6395 1.3018
H -5.5603 2.3739 1.5891
H -3.2804 2.1026 0.6800
H -3.5546 0.8927 1.9671
H -1.5630 0.2296 -0.5715
H -1.8576 -0.2897 1.1023
C 1.9717 -2.1757 1.0551
H 1.4129 -1.4977 1.7056
H 2.9046 -2.4595 1.5577
H 2.5507 -4.4009 -0.6741
H 2.0898 0.0866 -2.3363
H 2.8101 2.4190 -2.4054
H 5.0108 3.9825 -0.2505
H 3.4193 4.5045 0.2869
H 3.7480 4.3174 -1.4394
*
```

---

(2)
Formula: C19H27N3O3S
Source: the OMol25 dataset
Level of theory: wB97M-V/def2-TZVPD

Computed properties:
HOMO: -7.98 eV
Energy relative to the best compared isomer or geometry (same formula, charge and spin): 1.274 eV
HOMO-LUMO gap: 8.41 eV
SMILES: CCCc1cc(=O)[nH]c(SCC(=O)c2cc(C)n([C@H](C)COC)c2C)n1
Electronic energy: -1528.403502 Eh
Lowest unoccupied orbital energy: 0.43 eV

Geometry as ORCA input:
```
! wB97M-V def2-TZVPD RIJCOSX def2/J DEFGRID3
* xyz 0 1
C -5.0409 -3.1476 -1.0644
C -4.4825 -1.9977 -0.2375
H -4.6545 -2.1898 0.8239
C -2.9782 -1.8137 -0.4767
C -2.4701 -0.6548 0.3168
C -1.7455 -0.7911 1.4596
C -1.3024 0.3600 2.1978
O -0.5959 0.3796 3.1860
N -1.7593 1.5636 1.6423
C -2.4449 1.6069 0.4843
N -2.8125 0.5697 -0.1757
S -2.8148 3.2233 -0.1547
C -1.7010 3.1513 -1.6088
H -1.9006 4.0675 -2.1617
C -0.2844 3.1599 -1.0458
O 0.2552 4.2228 -0.7996
C 0.2890 1.8616 -0.7561
C 1.2797 1.5962 0.1900
N 1.5275 0.2611 0.1819
C 0.7476 -0.3386 -0.7842
C -0.0313 0.6155 -1.3641
H -0.7275 0.4487 -2.1614
C 0.8041 -1.7908 -1.0999
H 1.8137 -2.0797 -1.3885
H 0.4937 -2.3964 -0.2476
H 0.1303 -1.9964 -1.9270
C 2.5279 -0.4695 0.9380
C 2.5333 -0.1671 2.4356
H 3.0111 -0.9903 2.9610
H 1.5171 -0.0703 2.8102
H 3.0831 0.7400 2.6638
H 2.2855 -1.5271 0.8075
C 3.9150 -0.2571 0.3133
O 3.9528 -0.9220 -0.9285
C 5.1473 -0.7069 -1.6340
H 5.0638 -1.2638 -2.5647
H 5.2906 0.3574 -1.8568
H 6.0140 -1.0685 -1.0667
H 4.6867 -0.6643 0.9850
H 4.1143 0.8151 0.1717
C 1.8818 2.5763 1.1303
H 2.9684 2.5217 1.1294
H 1.5284 2.4036 2.1469
H 1.5894 3.5758 0.8196
H -1.9606 2.2693 -2.1855
H -1.4865 2.4257 2.1024
H -1.4607 -1.7588 1.8394
H -2.4444 -2.7227 -0.1983
H -2.8147 -1.6117 -1.5361
H -4.9931 -1.0695 -0.4985
H -4.5431 -4.0807 -0.8093
H -6.1055 -3.2652 -0.8785
H -4.8964 -2.9607 -2.1260
*
```

---

(3)
Formula: C19H27N3O4
Source: the OMol25 dataset
Level of theory: wB97M-V/def2-TZVPD

Computed properties:
HOMO: -8.16 eV
Energy relative to the best compared isomer or geometry (same formula, charge and spin): 2.654 eV
HOMO-LUMO gap: 8.94 eV
SMILES: CCOc1cc(C(=O)NCCCn2ccnc2)cc(OCC)c1OCC
Electronic energy: -1205.424919 Eh
Lowest unoccupied orbital energy: 0.78 eV

Geometry as ORCA input:
```
! wB97M-V def2-TZVPD RIJCOSX def2/J DEFGRID3
* xyz 0 1
C -4.0002 -3.1167 -0.7776
C -4.1390 -2.5952 0.6491
H -3.4684 -3.1332 1.3290
H -5.1660 -2.7355 0.9986
O -3.9371 -1.1982 0.7466
C -2.6790 -0.6804 0.6104
C -1.5244 -1.4530 0.5975
C -0.2672 -0.8723 0.5281
C -0.1470 0.5116 0.4412
C -1.2857 1.3006 0.4234
C -2.5677 0.7163 0.5094
O -3.5986 1.6067 0.5427
C -4.8133 1.3138 -0.1266
C -4.6113 1.0532 -1.6151
H -5.5758 0.9403 -2.1028
H -4.0779 1.8849 -2.0697
H -4.0319 0.1452 -1.7668
H -5.3242 0.4672 0.3419
H -5.4106 2.2177 0.0214
O -1.2851 2.6535 0.3131
C -0.0522 3.3418 0.2649
C -0.3610 4.8296 0.2087
H -0.9322 5.1197 1.0857
H -0.9507 5.0523 -0.6760
H 0.5644 5.3975 0.1770
H 0.5481 3.1151 1.1572
H 0.5172 3.0423 -0.6273
H 0.8219 0.9732 0.3441
C 0.8992 -1.7959 0.5244
O 0.8177 -2.9557 0.1597
N 2.0668 -1.2640 0.9629
H 2.0883 -0.3230 1.3154
C 3.2835 -2.0423 1.0226
H 3.0709 -2.9935 1.5216
H 4.0120 -1.4862 1.6149
C 3.8474 -2.3513 -0.3710
H 3.1839 -3.0586 -0.8680
H 4.8250 -2.8191 -0.2479
C 3.9608 -1.1023 -1.2530
N 4.5907 -0.0053 -0.5690
C 4.0182 1.1703 -0.2238
N 4.8268 1.9397 0.4508
C 5.9859 1.2399 0.5578
C 5.8607 0.0320 -0.0664
H 6.5498 -0.7767 -0.1961
H 6.8311 1.6492 1.0734
H 3.0174 1.4327 -0.5064
H 2.9622 -0.7743 -1.5528
H 4.5293 -1.3466 -2.1569
H -1.5627 -2.5278 0.6617
H -4.6931 -2.5937 -1.4328
H -2.9895 -2.9669 -1.1492
H -4.2277 -4.1787 -0.8002
*
```